# C23H39O2SiV

A structure of composition C23H39O2SiV at a distorted geometry (the ωB97M-V functional and the def2-TZVPD basis, the Open Molecules 2025 dataset).

Last column: Löwdin charge in e.
Atoms and positions in Å:
O -0.156 3.025 -2.324  -0.136
C 0.985 3.038 -3.264  -0.171
C 0.511 4.122 -4.202  -0.054
H 0.962 2.054 -3.729  0.096
H 1.913 3.248 -2.714  0.129
C -0.715 3.994 -3.279  -0.570
H 0.399 3.785 -5.232  0.121
H 1.083 5.051 -4.155  0.119
C -1.935 3.350 -3.921  -0.005
H -1.649 2.346 -4.258  0.091
H -2.304 3.950 -4.764  0.096
H -2.732 3.294 -3.161  0.089
C -0.995 5.320 -2.602  -0.022
H -0.127 5.674 -2.039  0.091
H -1.823 5.214 -1.903  0.080
H -1.286 6.095 -3.320  0.098
V -0.453 -0.374 1.726  0.782
C -0.027 -0.036 3.804  -0.163
C 1.272 -0.505 3.394  -0.094
C 1.821 0.426 2.462  -0.071
H 1.742 -1.409 3.778  0.116
C 0.875 1.499 2.296  -0.092
C -0.258 1.229 3.144  -0.175
H -1.090 1.923 3.309  0.136
H -0.642 -0.480 4.593  0.137
H 2.834 0.390 2.042  0.139
H 1.020 2.454 1.767  0.138
C -2.231 -1.555 2.208  -0.147
C -2.497 -0.168 2.430  -0.175
C -2.454 0.508 1.168  -0.105
H -2.784 0.251 3.390  0.139
C -2.314 -0.502 0.144  -0.084
C -2.246 -1.768 0.783  -0.065
H -2.221 -2.745 0.299  0.128
H -2.118 -2.313 2.983  0.116
H -2.651 1.573 1.013  0.139
H -2.377 -0.336 -0.931  0.121
O 0.142 0.220 -3.250  -0.152
C -0.021 0.256 -1.791  -0.214
C 1.222 0.938 -1.228  -0.163
H -0.072 -0.779 -1.354  0.107
H -0.903 0.802 -1.440  0.092
C 2.333 0.491 -2.215  -0.150
H 1.444 0.725 -0.174  0.073
H 1.019 2.020 -1.266  0.087
C 1.571 -0.189 -3.352  -0.157
H 2.969 -0.217 -1.667  0.110
H 2.952 1.329 -2.576  0.106
H 1.647 -1.295 -3.233  0.128
H 1.896 0.164 -4.347  0.129
C -0.956 -4.963 1.694  -0.184
Si 0.492 -3.911 2.267  0.455
C 0.287 -3.725 4.130  -0.182
C 2.071 -4.885 1.963  -0.179
C 0.541 -2.238 1.324  -0.243
H -0.890 -5.930 2.214  0.045
H -0.929 -5.149 0.612  0.041
H -1.920 -4.505 1.944  0.021
H -0.046 -4.694 4.534  0.048
H 1.242 -3.472 4.607  0.033
H -0.449 -2.965 4.413  0.012
H 2.148 -5.191 0.910  0.039
H 2.963 -4.294 2.211  0.033
H 2.069 -5.790 2.589  0.043
H 1.612 -1.934 1.274  0.021
H 0.235 -2.445 0.272  0.024

Results
Frontier orbital gap (alpha / beta) (eV): 7.26 / 7.70
⟨S²⟩: 0.796
Spin multiplicity: 2
Charge: +1
Total energy (hartree): -2283.4100
Relative energy (zero: lowest compared OMol25 entry of this formula, charge and spin) (eV): 1.870
LUMO (alpha / beta) (eV): -4.46 / -4.03
HOMO energy (alpha / beta) (hartree): -0.4310 / -0.4310